1.
Below is a 2-piece molecular cluster, C5H12O3 overall, with properties calculated with ωB97M-V/def2-TZVPD.

```
! RIJCOSX wB97M-V def2-TZVPD def2/J DEFGRID3
* xyz 0 1
H -0.1528 -0.3440 -2.3324
C -0.8097 0.0595 0.7105
H 2.9151 -0.2654 0.3004
H -1.4238 -2.0193 0.7344
H -1.7007 -1.1519 2.2725
O 1.5180 -0.6578 -1.1646
H -0.0698 -1.6492 1.8126
C -2.1081 0.5709 0.1082
H 0.1302 -0.2510 0.0477
C 0.5661 0.2730 -1.7797
H 3.5734 -0.5991 -1.3117
H 2.8340 0.9810 -0.9735
C 2.7717 -0.0920 -0.7696
H -1.9888 1.5751 -0.3092
C -1.0202 -1.2726 1.4236
H -2.4871 -0.1079 -0.6611
H -2.8744 0.6882 0.8814
H -0.0407 1.7843 1.1375
O -0.3078 0.9981 1.6460
O 0.6754 1.4799 -1.7730
*
```

Computed properties:
- Frontier orbital gap: 0.3886 Ha
- Lowest unoccupied orbital energy: 0.8 eV
- Highest occupied orbital energy: -9.8 eV
- Structure (SMILES): CC(C)O.COC=O

natural (NBO) atomic charge list, values in e, 6 entries: 0.155, 0.060, 0.192, 0.207, 0.208, -0.557

---

2.
Below is C5H12O3Sc as an isolated structure, with properties calculated with ωB97M-V/def2-TZVPD.

```
! RIJCOSX wB97M-V def2-TZVPD def2/J DEFGRID3
* xyz 2 2
H 0.5017 -0.6290 1.8117
H -1.9203 2.0037 2.0139
C -0.1554 -0.5821 0.9297
H -1.2542 -0.6128 -3.1570
H 0.4712 -1.1916 -3.3731
O 0.0443 -0.2406 -1.5905
C -0.5056 -1.1893 -0.7701
H -1.9217 0.3107 2.6006
C 2.3221 0.2778 0.7242
H -1.6015 -1.1922 -0.8745
C -0.1892 -0.4019 -2.9955
H 2.4079 -0.3805 -0.1609
C -1.3005 1.1188 2.1915
O 1.9966 1.4814 0.5331
O -0.7485 0.7151 0.9466
H -0.4874 1.3475 2.8962
H 0.0771 0.5428 -3.4785
Sc 0.1986 2.0853 -0.4294
H -0.8446 -1.3013 1.4022
H 2.8975 -0.0077 1.6231
H 0.0119 -2.1542 -0.8433
*
```

Computed properties:
- <S²>: 0.75
- Frontier orbital gap (alpha / beta): 0.2754 / 0.3638 Ha
- Lowest unoccupied orbital energy (alpha / beta): -8.6 / -8.7 eV
- Highest occupied orbital energy (alpha / beta): -16.1 / -18.6 eV

natural (NBO) atomic charge list, values in e, 6 entries: 0.249, 0.224, -0.225, 0.211, 0.226, -0.632

---

3.
Below is a 2-piece molecular cluster, C5H12OS overall, with properties calculated with ωB97M-V/def2-TZVPD.

```
! RIJCOSX wB97M-V def2-TZVPD def2/J DEFGRID3
* xyz 0 1
H 0.4344 0.8793 -2.1268
H -2.2394 2.0716 -1.3258
C 0.6711 -1.3308 1.1541
H 1.8721 0.4637 1.3576
C -0.2982 -0.1923 -0.6205
H 1.3861 -1.7406 0.5641
C -2.8818 1.3039 -0.8407
H -0.2598 -1.2565 -1.0261
O -2.5205 -1.2014 0.1035
H 0.3935 1.7681 -0.4914
C 1.3155 -0.2354 1.9952
H 0.5500 0.3134 2.6578
S -1.8497 0.0440 0.2875
H -3.4061 1.8072 -0.0953
H -3.4927 0.6511 -1.4583
H -0.2161 -1.7522 1.6178
H 1.6759 0.6678 -0.8841
C 0.6293 0.8561 -1.0948
H 1.9437 -0.8832 2.6200
*
```

Computed properties:
- Frontier orbital gap (alpha / beta): 0.3182 / 0.3182 Ha
- Lowest unoccupied orbital energy (alpha / beta): 0.8 / 0.8 eV
- Highest occupied orbital energy (alpha / beta): -7.9 / -7.9 eV

natural (NBO) atomic charge list, values in e, 6 entries: 0.232, 0.215, -0.295, 0.206, -0.449, 0.184

---

4.
Below is one molecule with the formula C5H12OS, with properties calculated with ωB97M-V/def2-TZVPD.

```
! RIJCOSX wB97M-V def2-TZVPD def2/J DEFGRID3
* xyz 0 1
H 1.5710 -1.8287 1.0285
H -2.0726 -0.7011 1.0553
H 0.8539 -1.7080 -1.6040
H -1.2515 0.7501 1.5814
C 0.5902 -1.6009 1.2019
C 1.2322 1.5873 -0.4021
C -1.4716 0.0981 0.7493
O 1.0704 0.5492 0.4660
H -1.0531 -1.1859 -1.4878
C 0.1017 -0.9096 -1.3214
H -1.8489 2.2013 -0.5441
H 0.1640 -0.0927 -2.0497
H 1.3106 1.3333 -1.3954
H -0.1656 -2.3662 1.1464
H 2.1838 2.2507 -0.0455
S -2.4100 0.9343 -0.4670
H 0.4747 -1.2157 2.1833
C 0.1747 -0.5014 0.1945
H 0.5463 2.4059 -0.2897
*
```

Computed properties:
- Frontier orbital gap: 0.3357 Ha
- Lowest unoccupied orbital energy: 0.8 eV
- Highest occupied orbital energy: -8.4 eV
- Structure (SMILES): COC(C)(C)CS

natural (NBO) atomic charge list, values in e, 6 entries: 0.217, 0.215, 0.225, 0.223, -0.627, -0.232

---

5.
Below is one molecule with the formula C5H12OSi, with properties calculated with ωB97M-V/def2-TZVPD.

```
! RIJCOSX wB97M-V def2-TZVPD def2/J DEFGRID3
* xyz 0 1
C -0.4320 -2.3663 0.9976
H 2.2076 2.5550 -0.5093
H 1.6237 -1.8454 -0.8277
H 0.0326 -1.7118 1.6852
C 0.6666 -1.4271 -0.9525
H -1.7055 1.9851 1.1776
H -0.6723 -3.3260 -0.9482
H 0.9768 3.2577 0.5708
H -1.2526 -2.9936 1.2413
C -1.5718 1.1649 0.3858
O 0.8042 -0.1621 -0.3141
Si 0.1096 1.2437 -0.5006
H 1.8399 1.6826 1.1001
H -2.5746 1.1865 -0.1616
C 1.4451 2.3001 0.3106
H -0.1372 1.8558 -1.8954
H 0.4958 -1.2386 -1.9541
C -0.2928 -2.4092 -0.3450
H -1.5631 0.2487 0.9396
*
```

Computed properties:
- Frontier orbital gap: 0.3932 Ha
- Lowest unoccupied orbital energy: 1.0 eV
- Highest occupied orbital energy: -9.7 eV
- Structure (SMILES): C=CCO[SiH](C)C

natural (NBO) atomic charge list, values in e, 6 entries: -0.404, 0.240, 0.193, 0.212, -0.095, 0.239

---

6.
Below is a 2-piece molecular cluster, C5H12OSi overall, with properties calculated with ωB97M-V/def2-TZVPD.

```
! RIJCOSX wB97M-V def2-TZVPD def2/J DEFGRID3
* xyz 0 1
C 1.8264 1.3061 -2.9796
H -2.2541 -0.5422 3.2307
H 0.8925 -0.5319 3.4998
H 1.3911 2.2509 -3.1670
O -1.1425 1.5228 2.4088
C -0.0958 -0.5218 -2.9067
H -0.9785 -1.6629 0.3084
H 2.4641 1.1760 -3.8878
H -2.0535 -0.3083 -0.2066
Si -1.1418 -0.1159 2.2101
H 0.4487 -2.1301 3.0456
H 1.0798 -1.1609 1.8892
H -0.8688 -1.2177 -2.9291
C -1.1391 -0.5040 0.3143
H -0.3671 -0.1630 -0.2978
C 0.4872 -1.0900 2.7556
C 0.7784 0.2912 -3.0117
H -1.6045 1.9573 1.7028
H 2.2777 1.4443 -1.9793
*
```

Computed properties:
- Frontier orbital gap: 0.3944 Ha
- Lowest unoccupied orbital energy: 0.7 eV
- Highest occupied orbital energy: -10.0 eV
- Structure (SMILES): C[SiH](C)O.C#CC

natural (NBO) atomic charge list, values in e, 6 entries: -0.702, -0.217, 0.224, 0.236, -1.089, -0.275

---

7.
Below is a 2-piece molecular cluster, C5H12S overall, with properties calculated with ωB97M-V/def2-TZVPD.

```
! RIJCOSX wB97M-V def2-TZVPD def2/J DEFGRID3
* xyz 0 1
H 1.2568 -1.0491 2.2539
C -0.5235 -1.0839 0.9351
H -2.3087 -1.2575 1.8596
S -0.3683 2.1574 -0.2588
H 0.3759 -0.4889 -1.0361
C 1.1944 2.0620 -1.3351
H 0.2815 0.2644 2.1686
H 1.1057 1.0625 -1.8055
H 1.3160 -1.6256 -0.1785
C 0.2623 -0.8073 2.1851
H -0.1508 -2.0526 -0.9042
H 1.0599 2.8506 -2.1745
C 0.3346 -1.2778 -0.3453
H -0.3376 -1.1030 3.0075
C -1.8353 -1.2521 0.9323
H -2.3952 -1.3398 -0.0411
H 1.9950 2.1726 -0.6708
H 0.1818 1.2209 0.6101
*
```

Computed properties:
- Frontier orbital gap: 0.3563 Ha
- Lowest unoccupied orbital energy: 0.9 eV
- Highest occupied orbital energy: -8.8 eV
- Structure (SMILES): C=C(C)C.CS

natural (NBO) atomic charge list, values in e, 6 entries: 0.216, 0.047, 0.193, -0.083, 0.213, -0.686

---

8.
Below is a 2-piece molecular cluster, C5H12S overall, with properties calculated with ωB97M-V/def2-TZVPD.

```
! RIJCOSX wB97M-V def2-TZVPD def2/J DEFGRID3
* xyz 0 1
H 0.6180 2.2482 -0.8345
C -1.8972 -1.1279 -1.1200
H -0.3106 3.1435 0.4629
H 0.2522 -3.2982 0.6838
H 0.3025 0.7579 0.7213
C 0.6505 2.7684 0.1503
C 1.0361 1.5770 1.0125
H 1.4768 3.4988 0.0934
H -2.3247 -1.5340 -2.0397
H 0.7752 -1.8386 -0.2079
H -1.9603 -3.1962 -0.0005
H -1.1582 -0.4406 -1.2692
H -2.6921 -0.5366 -0.5305
H 2.8206 -0.1286 0.2975
S 2.7888 1.1539 0.7319
H 0.8980 1.7147 2.0679
C -1.2769 -2.3383 -0.2996
C 0.0014 -2.4235 0.0805
*
```

Computed properties:
- Frontier orbital gap: 0.3658 Ha
- Lowest unoccupied orbital energy: 0.9 eV
- Highest occupied orbital energy: -9.1 eV
- Structure (SMILES): C=CC.CCS

natural (NBO) atomic charge list, values in e, 6 entries: 0.209, -0.642, 0.214, 0.196, 0.221, -0.616

---

Taking the records one at a time from the top gives energy relative to the best compared isomer or geometry (same formula, charge and spin) values of 191.3; 37.9; 466.8; 236.6; 130.4; 204.8; 169.0; 157.9 kJ/mol.